21
Properties=species:S:1:pos:R:3:lowdin_charge:R:1 method="wB97M-V/def2-TZVPD" e_homo_ev=-9.2 gap_ev=9.7
C -2.10739 0.07699 -1.40039 -0.623
C -1.18938 1.67674 0.26597 -0.140
C -0.15105 0.74446 0.88644 -0.201
C 0.31015 0.86019 -1.53454 -0.112
C -1.20806 1.20009 -1.25130 -0.391
C 1.73201 -0.43905 0.23554 -0.481
C 0.96498 0.81460 -0.12151 -0.388
P -2.74402 -1.34592 -1.50158 0.785
P 1.80276 -1.80682 -0.69631 0.837
H -2.15152 1.64294 0.70767 0.090
H -0.66956 2.75163 0.28694 0.159
H 0.02300 1.05128 1.87581 0.103
H -0.55332 -0.24617 0.99258 0.103
H 0.51504 -0.16760 -2.01598 0.065
H 0.88748 1.55795 -2.04904 0.085
H -1.59461 2.01278 -1.90910 0.136
H 2.22394 -0.47495 1.14442 0.021
H 1.53460 1.62497 -0.00959 0.092
H -0.24966 -4.37435 3.14586 0.002
H 0.26424 -4.56599 2.59246 -0.001
H 2.36036 -2.59377 0.35564 -0.144

***

71
Properties=species:S:1:pos:R:3:lowdin_charge:R:1 method="wB97M-V/def2-TZVPD" e_homo_ev="-14.1 / -14.1" gap_ev="6.3 / 6.2" total_charge=+2
Co 0.29430 0.81855 0.98765 0.397
C 0.07930 -2.09685 4.01485 -0.048
C -0.20890 -0.96435 3.26455 -0.054
N 0.49240 -0.66305 2.16765 0.046
C 1.50920 -1.51175 1.83425 -0.136
C 1.75520 -2.65445 2.60285 -0.022
N 1.04690 -2.93155 3.67065 0.136
C 2.24930 -1.07715 0.66665 -0.141
C 3.32380 -1.68715 0.04285 0.095
C 3.94240 -1.08595 -1.06615 -0.077
C 3.35080 0.08805 -1.55985 0.097
C 2.28280 0.66785 -0.89405 -0.140
N 1.78970 0.11765 0.23745 0.059
C 1.60380 1.91425 -1.17405 -0.131
C 1.93970 2.84665 -2.16155 -0.020
N 1.37230 4.02655 -2.22225 0.135
C 0.43590 4.31635 -1.33215 -0.049
C 0.02040 3.38885 -0.38675 -0.050
N 0.59500 2.18555 -0.29295 0.046
C 5.18000 -1.64015 -1.65005 -0.151
C 5.79870 -2.77485 -1.10645 0.010
C 6.96350 -3.25855 -1.68555 -0.104
N 7.50540 -2.66555 -2.71885 0.087
C 6.96910 -1.60185 -3.26105 -0.104
C 5.80290 -1.04445 -2.75535 0.011
H -0.48600 -2.34475 4.90045 0.132
H -1.02300 -0.31195 3.54765 0.119
H 2.54530 -3.34825 2.35225 0.132
H 3.67650 -2.62875 0.42435 0.114
H 3.72080 0.56355 -2.45095 0.115
H 2.69660 2.64125 -2.90275 0.133
H -0.00680 5.30045 -1.37155 0.132
H -0.78720 3.61765 0.29385 0.105
H 5.41220 -3.29855 -0.24855 0.103
H 7.46900 -4.13595 -1.30735 0.122
H 7.48300 -1.18405 -4.11485 0.122
H 5.41630 -0.16485 -3.24095 0.103
C -3.19780 4.31085 2.63375 -0.040
C -2.07660 3.57425 2.99485 -0.052
C -1.72040 2.47015 2.24125 -0.166
C -2.49860 2.06895 1.15475 -0.326
C -3.59670 2.83325 0.78195 -0.081
C -3.93790 3.95815 1.51705 -0.041
Ge -1.98920 0.38355 0.19855 1.169
C -2.53240 -1.24025 1.21445 -0.334
C -2.04430 -2.48015 0.81535 -0.141
C -2.46660 -3.63185 1.45215 -0.062
C -3.36080 -3.55035 2.50845 -0.050
C -3.83150 -2.31525 2.92325 -0.057
C -3.41210 -1.15925 2.28655 -0.112
C -2.57930 0.30245 -1.69615 -0.296
C -3.30060 -0.80015 -2.14545 -0.098
C -3.86520 -0.78265 -3.40845 -0.054
C -3.68180 0.30795 -4.24265 -0.047
C -2.93530 1.39425 -3.81205 -0.062
C -2.38620 1.39165 -2.54235 -0.123
H -3.48390 5.17025 3.21955 0.121
H -1.48950 3.86445 3.85375 0.120
H -0.79570 1.90895 2.48975 0.081
H -4.18230 2.54505 -0.07965 0.113
H -4.78230 4.55645 1.21345 0.121
H -1.34160 -2.53815 -0.00775 0.106
H -2.10300 -4.59135 1.12015 0.115
H -3.68660 -4.44825 3.00935 0.118
H -4.53420 -2.24995 3.73855 0.116
H -3.78890 -0.19745 2.60805 0.106
H -3.45000 -1.65255 -1.49725 0.096
H -4.45110 -1.62355 -3.74335 0.117
H -4.10950 0.31215 -5.23325 0.118
H -2.78100 2.23945 -4.46605 0.114
H -1.81790 2.25055 -2.20415 0.084

***

13
Properties=species:S:1:pos:R:3:lowdin_charge:R:1 method="wB97M-V/def2-TZVPD" e_homo_ev=-8.5 smiles="CCP(F)(F)=CF" gap_ev=8.3
C -1.82106 -0.30692 -0.73127 -0.193
C -1.09031 0.35577 0.51853 -0.271
P 0.98310 0.27326 0.22052 0.883
F 0.91054 0.15950 -1.39579 -0.221
F 1.07124 1.90042 0.20629 -0.228
C 2.78107 -0.32867 0.43674 -0.256
F 2.98384 -1.66113 0.24231 -0.131
H -2.99571 -0.32013 -0.36728 0.123
H -1.44851 -1.37064 -0.94379 0.079
H -1.70073 0.22282 -1.62898 0.021
H -1.37333 1.45164 0.42173 0.077
H -1.34930 -0.21505 1.46580 0.071
H 3.04915 -0.16086 1.55519 0.046

***

55
Properties=species:S:1:pos:R:3:lowdin_charge:R:1 method="wB97M-V/def2-TZVPD" e_homo_ev=-8.2 smiles="CSCC[C@H](NC(=O)[C@@H]1Cc2ccccc2CN1)C(=O)NC1CCCC1" gap_ev=8.8
C -5.63749 -0.87239 -0.84887 -0.392
S -5.21669 0.34894 0.42759 0.803
C -4.04528 1.40376 -0.49018 -0.481
C -2.84543 0.64104 -1.02891 -0.202
C -2.04592 -0.05750 0.07350 -0.229
N -1.05963 0.81807 0.65171 0.111
C -0.83515 0.92335 1.97883 -0.457
O -1.58598 0.51602 2.83598 0.087
C 0.53553 1.54249 2.29831 -0.225
C 0.75460 2.88326 1.57481 -0.073
C 1.24693 2.68383 0.17393 -0.214
C 0.74894 3.37559 -0.92098 -0.037
C 1.27346 3.14526 -2.18154 -0.077
C 2.29378 2.22443 -2.35398 -0.075
C 2.78981 1.52446 -1.26669 -0.037
C 2.27254 1.75462 -0.00309 -0.177
C 2.70237 1.01402 1.22687 -0.143
N 1.49944 0.51298 1.88392 -0.012
C -1.40539 -1.34447 -0.48288 -0.423
O -2.00439 -2.05592 -1.26648 0.054
N -0.16391 -1.59405 -0.04038 0.116
C 0.60124 -2.75153 -0.44770 -0.279
C 1.91006 -2.32010 -1.14607 -0.120
C 3.05044 -2.94127 -0.33378 -0.191
C 2.45950 -3.11486 1.06236 -0.194
C 1.03767 -3.58374 0.76936 -0.131
H -6.47003 -1.44678 -0.45652 0.026
H -5.93800 -0.35606 -1.75618 0.037
H -4.79089 -1.52777 -1.03222 0.023
H -4.59313 1.88660 -1.30089 0.073
H -3.73627 2.15780 0.23333 0.071
H -2.19114 1.33612 -1.56347 0.118
H -3.17475 -0.11926 -1.73928 0.097
H -2.72669 -0.35447 0.88380 0.125
H -0.35422 1.17597 0.02245 0.125
H 0.56602 1.71558 3.38319 0.151
H 1.51003 3.45272 2.12638 0.130
H -0.17168 3.45919 1.59277 0.130
H -0.04701 4.09346 -0.78417 0.116
H 0.88528 3.68578 -3.03168 0.104
H 2.70024 2.04717 -3.33808 0.104
H 3.58469 0.80485 -1.40026 0.112
H 3.33046 0.15855 0.96786 0.114
H 3.29132 1.68594 1.87646 0.131
H 1.74427 -0.06325 2.68124 0.124
H 0.27538 -0.97400 0.63049 0.112
H -0.05266 -3.31964 -1.11329 0.141
H 1.97636 -1.23123 -1.12881 0.091
H 1.93388 -2.63861 -2.18641 0.111
H 3.31247 -3.91833 -0.74180 0.110
H 3.94661 -2.32161 -0.33862 0.099
H 2.43628 -2.15624 1.58214 0.086
H 3.01861 -3.82517 1.66944 0.108
H 1.04377 -4.64173 0.50699 0.115
H 0.35975 -3.44188 1.60948 0.116

***

7
Properties=species:S:1:pos:R:3:lowdin_charge:R:1 method="wB97M-V/def2-TZVPD" e_homo_ev=-10.4 smiles=ClC(Cl)p1oo1 gap_ev=10.0
Cl 2.09848 -0.45321 -0.87711 0.519
C 0.45788 0.22108 -0.60913 -1.261
Cl 0.35001 1.98851 -1.01873 0.479
P -0.04304 0.00490 1.20921 0.842
O -0.90607 -1.35672 1.11126 -0.307
O -1.63920 -0.16600 1.38115 -0.290
H -0.31806 -0.23856 -1.19666 0.018

***

16
Properties=species:S:1:pos:R:3:lowdin_charge:R:1 method="wB97M-V/def2-TZVPD" e_homo_ev=-9.1 smiles=CCN.CO gap_ev=10.0
C -0.48751 2.26265 0.46739 -0.110
C -0.18292 1.57361 -0.85344 -0.339
N 0.59735 0.32949 -0.87631 -0.035
H -1.41102 1.89786 0.87440 0.053
H -0.57661 3.38063 0.28097 0.092
H 0.35014 2.08847 1.14789 0.069
H 0.45651 2.31509 -1.45977 0.117
H -1.09689 1.43194 -1.38038 0.082
H 1.17756 0.23481 -1.73981 0.092
H 1.27319 -0.03289 -0.22174 0.044
C -0.16754 -2.92956 0.60220 -0.139
O 0.93380 -2.02308 0.71919 -0.145
H -1.17524 -2.37449 0.52942 0.107
H -0.08408 -3.41023 1.55700 0.067
H -0.11663 -3.55138 -0.24685 0.053
H 0.50990 -1.19290 0.59984 -0.009

***

106
Properties=species:S:1:pos:R:3:lowdin_charge:R:1 method="wB97M-V/def2-TZVPD" e_homo_ev=-5.5 gap_ev=7.4 total_charge=-1
Rb -1.24119 -0.73053 0.56888 1.157
C -3.42599 0.46259 -4.26553 -0.053
C -3.86722 0.86942 -2.85697 -0.344
C -3.42432 2.30588 -2.50935 -0.089
C -1.96173 2.77726 -2.69422 -0.515
C -1.57258 2.92225 -4.18548 -0.047
C -1.87938 4.17361 -2.07491 -0.032
N -1.03217 1.87842 -1.95919 0.008
C 0.39698 2.18626 -2.13998 -0.170
C 1.23195 0.99386 -2.56096 -0.179
N 1.31021 -0.08960 -1.59157 -0.101
C 1.97769 0.35714 -0.37114 -0.108
C 1.98603 -0.64554 0.79998 -0.640
O 2.97557 -0.53361 1.57772 -0.056
O 1.00415 -1.41404 0.93922 -0.266
C 1.99476 -1.27954 -2.14651 -0.335
C 3.35649 -0.96912 -2.79010 -0.049
C 1.16135 -2.08601 -3.14882 -0.109
C -0.09035 -2.82213 -2.65594 -0.560
C 0.20284 -3.54861 -1.34751 -0.023
C -0.47347 -3.85391 -3.72931 -0.042
N -1.17595 -1.83642 -2.48053 0.006
C -2.36632 -2.30947 -1.77276 -0.249
C -3.59136 -1.49722 -2.16082 -0.156
N -3.46391 -0.07368 -1.80357 -0.104
C -4.22456 0.24162 -0.55384 -0.106
C -4.45982 -0.95918 0.42349 -0.717
O -5.61672 -1.42025 0.43752 -0.033
O -3.46227 -1.31866 1.11855 -0.299
H -3.57348 1.30262 -4.94588 0.075
H -4.01136 -0.36685 -4.65813 0.071
H -2.36903 0.17974 -4.29603 0.067
H -4.96739 0.91712 -2.88064 0.139
H -3.69717 2.49790 -1.46796 0.112
H -4.03685 2.97950 -3.11584 0.124
H -2.42821 3.26539 -4.77301 0.082
H -1.21591 1.98424 -4.61467 0.072
H -0.78264 3.66738 -4.31016 0.073
H -2.56996 4.84376 -2.59819 0.093
H -0.87091 4.59026 -2.16325 0.088
H -2.13962 4.15675 -1.01626 0.071
H -1.23115 0.89684 -2.16502 0.105
H -1.22194 1.98907 -0.40899 0.051
H 0.78767 2.63442 -1.22411 0.115
H 0.53600 2.93610 -2.91708 0.105
H 2.22934 1.38973 -2.81434 0.123
H 0.79802 0.59123 -3.48274 0.119
H 1.45187 1.23221 0.02718 0.116
H 3.01462 0.67024 -0.54023 0.120
H 2.18924 -1.92512 -1.28898 0.131
H 3.23974 -0.49665 -3.77149 0.076
H 3.91005 -1.90075 -2.93251 0.081
H 3.96817 -0.31483 -2.16334 0.074
H 1.83653 -2.84614 -3.55816 0.122
H 0.87742 -1.44996 -3.99943 0.116
H 1.10803 -4.15263 -1.46237 0.101
H -0.61548 -4.22241 -1.07840 0.092
H 0.37200 -2.84678 -0.52906 0.049
H 0.27717 -4.64900 -3.79647 0.084
H -0.55043 -3.37308 -4.71267 0.082
H -1.43622 -4.31997 -3.49803 0.075
H -1.46452 -1.54625 -3.40785 0.090
H -2.20963 -2.22627 -0.69943 0.006
H -2.60449 -3.35879 -1.98564 0.118
H -4.46459 -1.94151 -1.67690 0.124
H -3.73625 -1.62993 -3.23075 0.102
H -5.22786 0.59694 -0.81468 0.117
H -3.71546 1.02796 0.00909 0.082
N -3.50178 2.48151 2.53052 0.041
C -2.05520 2.65615 2.71487 -0.175
C -1.39083 2.92395 1.37131 -0.529
O -0.96129 4.00212 1.02489 0.072
O -1.33225 1.82430 0.61235 -0.133
H -4.00694 3.32784 2.73926 0.065
H -3.87323 1.72847 3.09212 0.078
H -1.63485 1.73711 3.12245 0.073
H -1.80980 3.47285 3.38651 0.114
C 3.45663 2.29044 2.85933 -0.100
C 2.88246 1.89312 4.22245 -0.224
C 1.50169 1.23776 4.17346 -0.197
N 1.56449 -0.18716 3.85118 0.036
C 0.57194 -1.02636 4.12006 -0.858
S -0.89551 -0.61948 4.82131 0.637
N 0.81458 -2.35722 3.76475 0.105
C 2.00560 -3.05324 3.72008 -0.415
O 2.07009 -4.13142 3.16618 0.093
C 3.19721 -2.49095 4.44256 -0.154
C 4.42974 -2.52217 3.80869 -0.020
C 5.56164 -2.06364 4.46892 -0.076
C 5.46541 -1.59850 5.77467 -0.099
C 4.23217 -1.58665 6.41652 -0.088
C 3.09697 -2.02482 5.74839 -0.033
H 4.44029 2.75651 2.97240 0.066
H 2.79719 3.01342 2.36655 0.073
H 3.56233 1.42510 2.20069 0.046
H 2.79242 2.78690 4.84712 0.101
H 3.56936 1.21212 4.73859 0.103
H 0.86308 1.75487 3.44932 0.114
H 1.01029 1.32539 5.13647 0.086
H 2.20274 -0.47075 3.08482 0.090
H 0.01599 -2.85929 3.42323 0.136
H 4.48445 -2.88577 2.78883 0.123
H 6.51956 -2.06858 3.96180 0.100
H 6.34861 -1.24433 6.29366 0.095
H 4.15091 -1.22870 7.43771 0.099
H 2.12979 -1.99415 6.24206 0.120